A structure of composition C21H36P2RuSe, computed with wB97M-V/def2-TZVPD.

Properties
E	-3999.5189	Ha
net charge	+2
spin multiplicity	5
energy relative to the best compared isomer or geometry (same formula, charge and spin)	14.061	eV
orbital gap (alpha / beta)	3.750 / 4.135	eV
F_max	6.284	eV Å⁻¹

Last column: Löwdin charge in e.
Geometry (Å):
P: -0.378 -1.284 -2.378  1.129
P: 0.481 1.761 0.205  0.609
C: 0.419 0.376 -2.675  -0.288
C: 1.035 1.275 -1.624  -0.324
H: -0.339 0.922 -3.266  0.091
H: 1.225 0.218 -3.412  0.102
H: 2.107 1.058 -1.558  0.079
H: 1.014 2.254 -2.117  0.094
C: -0.576 3.194 -0.434  -0.365
H: -1.003 3.933 0.303  -0.042
H: -1.360 2.702 -1.037  0.007
H: 0.139 3.796 -1.014  0.043
C: 2.072 2.660 0.494  -0.221
H: 2.129 3.344 -0.354  0.049
H: 2.919 1.961 0.455  0.053
H: 2.137 3.249 1.421  0.037
C: -1.761 -2.385 -3.346  -0.095
H: -1.363 -3.400 -3.523  0.084
H: -1.955 -1.915 -4.315  0.086
H: -2.714 -2.519 -2.823  0.068
C: 0.521 -1.917 -3.984  -0.164
H: 1.569 -1.597 -4.001  0.074
H: 0.013 -1.521 -4.872  0.088
H: 0.518 -3.016 -4.044  0.069
Ru: 0.305 0.958 2.059  0.819
C: -2.249 0.883 -2.338  0.100
C: -2.641 -0.300 -1.814  -0.222
C: -2.180 -0.764 -0.353  -0.148
C: -1.411 -2.113 -0.075  -0.159
C: -0.571 -2.780 -1.145  -0.177
C: 0.798 -2.675 -1.621  -0.187
C: 1.954 -1.944 -0.952  -0.194
C: 1.555 -0.871 -0.061  -0.121
C: 0.857 -0.990 2.729  -0.221
H: -2.888 1.782 -2.371  0.110
H: -3.482 -0.913 -2.179  0.116
H: -3.120 -0.873 0.225  0.142
H: -1.626 0.072 0.144  0.049
H: -0.836 -2.061 0.861  0.106
H: -2.227 -2.806 0.183  0.139
H: -1.053 -3.704 -1.472  0.146
H: 1.128 -3.493 -2.277  0.148
H: 2.593 -1.465 -1.731  0.143
H: 2.559 -2.677 -0.389  0.162
H: 0.501 -0.793 0.211  -0.030
H: 2.299 -0.394 0.591  0.084
H: 1.866 -0.812 3.147  0.008
H: 0.924 -1.867 2.072  -0.017
H: 0.158 -1.200 3.557  0.014
Se: -1.787 2.794 2.030  0.904
C: -0.600 2.360 3.394  -0.778
C: -1.359 1.553 4.287  -0.201
C: -0.689 0.722 5.150  -0.090
C: 0.712 0.703 5.136  -0.107
C: 1.471 1.502 4.263  -0.131
C: 0.820 2.502 3.481  -0.229
H: -2.445 1.584 4.160  0.077
H: -1.282 0.139 5.863  0.127
H: 1.210 0.029 5.831  0.125
H: 2.566 1.393 4.240  0.127
H: 1.321 3.371 3.061  0.103